(1)
ORCA calculation (ωB97M-V/def2-TZVPD) on a 2-piece molecular cluster, C31H44ClN5O9P3 overall.

Each atom is followed by the atoms it is bonded to, with distances in Å.
CARTESIAN COORDINATES (ANGSTROEM)
1 C 7.61004 -2.02046 1.57223  C2 1.503, H34 1.087, H35 1.088, H36 1.091
2 C 7.43236 -0.52856 1.59230  C1 1.503, O3 1.194, O4 1.381
3 O 7.59892 0.16764 2.54822  C2 1.194
4 O 7.04837 0.01083 0.38068  C2 1.381, C5 1.426
5 C 5.79430 0.69049 0.38355  O4 1.426, C6 1.522, H37 1.094, H38 1.091
6 C 4.70538 -0.21571 -0.17285  C5 1.522, C7 1.519, H39 1.090, H40 1.094
7 C 3.32139 0.41010 -0.15638  C6 1.519, N8 1.489, H41 1.090, H42 1.091
8 N 3.16960 1.49274 -1.16682  C7 1.489, C9 1.467, C28 1.390
9 C 3.47247 2.85757 -0.72163  N8 1.467, C10 1.552, H43 1.095, H44 1.083
10 C 2.13441 3.42933 -0.18271  C9 1.552, P11 1.895, P14 1.867, N18 1.492
11 P 1.96557 5.16361 -0.92872  C10 1.895, C12 1.834, C13 1.839
12 C 3.44652 6.04340 -0.30018  P11 1.834, H45 1.091, H46 1.091, H47 1.091
13 C 0.54311 5.97820 -0.09523  P11 1.839, H48 1.088, H49 1.089, H50 1.088
14 P 1.93380 3.25361 1.66536  C10 1.867, O15 1.456, O16 1.595, O17 1.604
15 O 0.75372 2.47523 2.01460  P14 1.456
16 O 1.92766 4.72964 2.26847  P14 1.595, H51 0.963
17 O 3.27650 2.59637 2.24699  P14 1.604, H52 0.965
18 N 1.18546 2.58920 -0.97009  C10 1.492, C19 1.484, C28 1.328
19 C -0.27225 2.58624 -0.69373  N18 1.484, C20 1.526, H53 1.085, H54 1.087
20 C -0.78214 1.24311 -0.17982  C19 1.526, C21 1.530, H55 1.096, H56 1.089
21 C -2.05450 1.41856 0.65127  C20 1.530, C22 1.530, H57 1.092, H58 1.091
22 C -3.30697 1.50150 -0.22270  C21 1.530, N23 1.464, H59 1.095, H60 1.105
23 N -4.38023 2.24734 0.43611  C22 1.464, C24 1.461, C25 1.451
24 C -5.57842 2.29946 -0.39859  N23 1.461, H61 1.090, H62 1.089, H63 1.098
25 C -4.66095 1.67544 1.74013  N23 1.451, C26 1.509, O27 1.195
26 C -5.02135 0.21144 1.79268  C25 1.509, H64 1.088, H65 1.093, H66 1.088
27 O -4.55517 2.34432 2.72445  C25 1.195
28 C 1.86176 1.64295 -1.61200  N8 1.390, N18 1.328, N29 1.340
29 N 1.43595 0.95092 -2.67717  C28 1.340, N30 1.413, P31 1.808
30 N 0.14497 1.25366 -3.16545  N29 1.413, H67 1.014, H68 1.013
31 P 2.33868 -0.20607 -3.73361  N29 1.808, O32 1.619, Cl33 2.024
32 O 3.05969 -1.20777 -2.68550  P31 1.619, H69 0.968
33 Cl 3.94555 0.92586 -4.21764  P31 2.024
34 H 7.74047 -2.39205 0.55939  C1 1.087
35 H 8.48102 -2.28184 2.16963  C1 1.088
36 H 6.73036 -2.47841 2.02696  C1 1.091
37 H 5.56768 1.01067 1.40511  C5 1.094
38 H 5.93952 1.55990 -0.25942  C5 1.091
39 H 4.98893 -0.51067 -1.18348  C6 1.090
40 H 4.67706 -1.12597 0.43341  C6 1.094
41 H 2.57472 -0.35625 -0.36377  C7 1.090
42 H 3.08140 0.78898 0.83849  C7 1.091
43 H 3.73239 3.43661 -1.61436  C9 1.095
44 H 4.33092 2.91406 -0.06323  C9 1.083
45 H 4.34609 5.46703 -0.51939  C12 1.091
46 H 3.50863 6.95909 -0.88948  C12 1.091
47 H 3.41875 6.32821 0.75275  C12 1.091
48 H 0.14359 5.38214 0.72256  C13 1.088
49 H 0.84010 6.93768 0.32657  C13 1.089
50 H -0.24562 6.11385 -0.83250  C13 1.088
51 H 2.78900 5.13990 2.40066  O16 0.963
52 H 4.08204 3.12626 2.21126  O17 0.965
53 H -0.44407 3.35474 0.05209  C19 1.085
54 H -0.79700 2.87913 -1.59897  C19 1.087
55 H -1.02662 0.60518 -1.03682  C20 1.096
56 H -0.01244 0.74333 0.40685  C20 1.089
57 H -1.98604 2.33139 1.24699  C21 1.092
58 H -2.13886 0.59637 1.36294  C21 1.091
59 H -3.09022 2.01285 -1.16641  C22 1.095
60 H -3.62966 0.48220 -0.50176  C22 1.105
61 H -5.30798 2.70703 -1.37274  C24 1.090
62 H -6.30935 2.96676 0.05665  C24 1.089
63 H -6.04717 1.31921 -0.55860  C24 1.098
64 H -5.56922 0.01311 2.71110  C26 1.088
65 H -4.10138 -0.37635 1.83460  C26 1.093
66 H -5.60254 -0.13006 0.93830  C26 1.088
67 H 0.22408 1.62879 -4.10437  N30 1.014
68 H -0.42835 0.41852 -3.17994  N30 1.013
69 H 2.42053 -1.68511 -2.13739  O32 0.968
70 C -6.09916 -5.76691 2.60532  C71 1.390, C75 1.384, H86 1.082
71 C -6.14458 -6.96158 1.89526  C70 1.390, C72 1.385, H87 1.082
72 C -5.27670 -7.17744 0.83790  C71 1.385, C73 1.389, H88 1.081
73 C -4.36290 -6.19421 0.48072  C72 1.389, C74 1.398, C84 1.490
74 C -4.32692 -4.98745 1.18462  C73 1.398, C75 1.390, C76 1.487
75 C -5.19342 -4.78136 2.25160  C70 1.384, C74 1.390, H89 1.081
76 C -3.38182 -3.90463 0.80484  C74 1.487, O77 1.214, C78 1.493
77 O -3.33847 -2.85413 1.41087  C76 1.214
78 C -2.48401 -4.14189 -0.36443  C76 1.493, C79 1.390, C83 1.394
79 C -1.62441 -3.12771 -0.77108  C78 1.390, C80 1.384, H90 1.082
80 C -0.78042 -3.33189 -1.84847  C79 1.384, C81 1.391, H91 1.084
81 C -0.78175 -4.54890 -2.52268  C80 1.391, C82 1.384, H92 1.082
82 C -1.63781 -5.55971 -2.12178  C81 1.384, C83 1.390, H93 1.081
83 C -2.49512 -5.35701 -1.04672  C78 1.394, C82 1.390, C84 1.496
84 C -3.42936 -6.45612 -0.65022  C73 1.490, C83 1.496, O85 1.210
85 O -3.42154 -7.51476 -1.23628  C84 1.210
86 H -6.77388 -5.60539 3.43536  C70 1.082
87 H -6.85849 -7.72659 2.16979  C71 1.082
88 H -5.29644 -8.10362 0.28034  C72 1.081
89 H -5.14796 -3.84692 2.79377  C75 1.081
90 H -1.63294 -2.18911 -0.23204  C79 1.082
91 H -0.11320 -2.54003 -2.17052  C80 1.084
92 H -0.11702 -4.70744 -3.36177  C81 1.082
93 H -1.65668 -6.51164 -2.63431  C82 1.081

Its net charge is +1. As for the highest occupied orbital energy: -10.9 eV.

Charges per atom according to Mulliken partitioning, unit e: number 1, C, carries -1.062; number 2, C, carries 0.821; number 3, O, carries -0.519; number 4, O, carries -0.417; number 5, C, carries -0.335; number 6, C, carries -1.149; number 7, C, carries -0.559; number 8, N, carries 0.819; number 9, C, carries -2.302; number 10, C, carries 1.274; number 11, P, carries -0.085; number 12, C, carries -1.053; number 13, C, carries -1.008; number 14, P, carries 0.438; number 15, O, carries -0.569; number 16, O, carries -0.497; number 17, O, carries -0.475; number 18, N, carries 0.769; number 19, C, carries -1.449; number 20, C, carries -0.215; number 21, C, carries -1.145; number 22, C, carries -0.550; number 23, N, carries -0.081; number 24, C, carries -0.992; number 25, C, carries 0.395; number 26, C, carries -0.765; number 27, O, carries -0.528; number 28, C, carries -0.739; number 29, N, carries 0.413; number 30, N, carries -0.676; number 31, P, carries 0.136; number 32, O, carries -0.352; number 33, Cl, carries -0.180; number 34, H, carries 0.342; number 35, H, carries 0.369; number 36, H, carries 0.254; number 37, H, carries 0.422; number 38, H, carries 0.167; number 39, H, carries 0.274; number 40, H, carries 0.359; number 41, H, carries 0.514; number 42, H, carries 0.667; number 43, H, carries 0.737; number 44, H, carries 0.727; number 45, H, carries 0.326; number 46, H, carries 0.436; number 47, H, carries 0.255; number 48, H, carries 0.338; number 49, H, carries 0.426; number 50, H, carries 0.345; number 51, H, carries 0.351; number 52, H, carries 0.371; number 53, H, carries 0.244; number 54, H, carries 0.587; number 55, H, carries 0.377; number 56, H, carries 0.327; number 57, H, carries 0.398; number 58, H, carries 0.579; number 59, H, carries 0.541; number 60, H, carries 0.305; number 61, H, carries 0.340; number 62, H, carries 0.338; number 63, H, carries 0.350; number 64, H, carries 0.404; number 65, H, carries 0.108; number 66, H, carries 0.253; number 67, H, carries 0.297; number 68, H, carries 0.185; number 69, H, carries 0.328; number 70, C, carries -0.576; number 71, C, carries -0.500; number 72, C, carries -0.580; number 73, C, carries 0.184; number 74, C, carries 0.198; number 75, C, carries -0.481; number 76, C, carries 0.456; number 77, O, carries -0.668; number 78, C, carries 0.067; number 79, C, carries -0.952; number 80, C, carries -0.057; number 81, C, carries -0.740; number 82, C, carries -0.602; number 83, C, carries 0.280; number 84, C, carries 0.561; number 85, O, carries -0.641; number 86, H, carries 0.409; number 87, H, carries 0.413; number 88, H, carries 0.485; number 89, H, carries 0.508; number 90, H, carries 0.779; number 91, H, carries 0.528; number 92, H, carries 0.413; number 93, H, carries 0.505

***

(2)
ORCA calculation (ωB97M-V/def2-TZVPD) on a 10-piece molecular cluster, C3H26NO10S overall in a non-equilibrium geometry.

Each atom is followed by the atoms it is bonded to, with distances in Å.
CARTESIAN COORDINATES (ANGSTROEM)
1 O -0.79790 2.69407 -1.79526  C2 1.204
2 C -0.14910 1.68830 -1.92255  O1 1.204, C3 1.515, H7 1.096
3 C 0.33216 0.88136 -0.73368  C2 1.515, C4 1.521, N6 1.494, H8 1.088
4 C 1.40188 1.66758 0.00857  C3 1.521, S5 1.811, H9 1.083, H10 1.090
5 S 2.85842 1.86083 -1.04939  C4 1.811, H11 1.341
6 N -0.73731 0.35259 0.16523  C3 1.494, H12 1.044, H13 1.000, H14 1.036
7 H 0.21504 1.37054 -2.90638  C2 1.096
8 H 0.73751 -0.06294 -1.09113  C3 1.088
9 H 1.66377 1.08258 0.88169  C4 1.083
10 H 1.05840 2.65750 0.30865  C4 1.090
11 H 3.11219 3.17467 -0.96870  S5 1.341
12 H -0.36555 -0.06791 1.04598  N6 1.044
13 H -1.24284 -0.36675 -0.31102  N6 1.000
14 H -1.38122 1.06831 0.54684  N6 1.036
15 H -0.97014 3.21943 0.05846  O17 0.970
16 H -1.56674 3.78262 1.33850  O17 0.960
17 O -0.76626 3.38129 0.99298  H15 0.970, H16 0.960
18 H -3.73267 1.34797 1.55363  O20 0.968
19 H -2.63961 1.62424 2.53254  O20 0.966
20 O -2.86968 1.78407 1.60803  H18 0.968, H19 0.966
21 H -0.55101 -1.92634 -2.22017  O23 0.975
22 H -0.64907 -0.95539 -3.37786  O23 0.961
23 O -0.93254 -1.06349 -2.46590  H21 0.975, H22 0.961
24 H -4.28364 -0.10273 -0.55866  O26 0.963
25 H -4.57338 -1.17430 0.49662  O26 0.963
26 O -3.87753 -0.60216 0.15758  H24 0.963, H25 0.963
27 H -0.50375 -2.94309 0.60499  O29 0.961
28 H -0.82296 -2.93836 2.14401  O29 0.960
29 O -0.58817 -2.39401 1.38883  H27 0.961, H28 0.960
30 H 0.12939 0.20830 3.47309  O32 0.958
31 H 1.07707 -0.76777 2.64041  O32 0.976
32 O 0.54641 0.05131 2.62492  H30 0.958, H31 0.976
33 H 1.15223 -3.96050 -1.74005  O35 0.962
34 H 1.57538 -2.47097 -1.82808  O35 0.974
35 O 0.83404 -3.06234 -1.60612  H33 0.962, H34 0.974
36 H 2.97863 -1.28488 3.13233  O38 0.955
37 H 2.72660 -2.45795 1.97219  O38 0.953
38 O 2.39839 -1.85959 2.63763  H36 0.955, H37 0.953
39 H 3.71706 -1.18191 -2.14472  O41 0.964
40 H 2.71730 -1.10180 -3.27440  O41 0.958
41 O 2.76919 -1.15236 -2.31963  H39 0.964, H40 0.958

The value obtained for the energy relative to the best compared isomer or geometry (same formula, charge and spin) is 0.00 kJ/mol. Its net charge is +1. As for the highest occupied orbital energy: -11.9 eV.

Charges per atom according to natural (NBO) partitioning, unit e: number 1, O, carries -0.522; number 2, C, carries 0.463; number 3, C, carries -0.174; number 4, C, carries -0.546; number 5, S, carries -0.051; number 6, N, carries -0.723; number 7, H, carries 0.142; number 8, H, carries 0.238; number 9, H, carries 0.247; number 10, H, carries 0.279; number 11, H, carries 0.153; number 12, H, carries 0.487; number 13, H, carries 0.448; number 14, H, carries 0.471; number 15, H, carries 0.483; number 16, H, carries 0.487; number 17, O, carries -0.976; number 18, H, carries 0.493; number 19, H, carries 0.480; number 20, O, carries -0.952; number 21, H, carries 0.505; number 22, H, carries 0.479; number 23, O, carries -0.986; number 24, H, carries 0.481; number 25, H, carries 0.485; number 26, O, carries -0.961; number 27, H, carries 0.491; number 28, H, carries 0.489; number 29, O, carries -0.975; number 30, H, carries 0.488; number 31, H, carries 0.515; number 32, O, carries -0.997; number 33, H, carries 0.491; number 34, H, carries 0.508; number 35, O, carries -1.004; number 36, H, carries 0.506; number 37, H, carries 0.509; number 38, O, carries -0.981; number 39, H, carries 0.497; number 40, H, carries 0.488; number 41, O, carries -0.959

***

(3)
ORCA calculation (ωB97M-V/def2-TZVPD) on one molecule with the formula C6H13NO in a non-equilibrium geometry.

Each atom is followed by the atoms it is bonded to, with distances in Å.
CARTESIAN COORDINATES (ANGSTROEM)
1 C -2.68128 0.31364 1.53168  C2 1.560, H9 1.102, H10 1.054, H11 1.040
2 C -1.93683 -0.22868 0.27225  C1 1.560, N3 1.481, H12 1.089, H13 1.113
3 N -0.71067 0.46158 -0.18991  C2 1.481, C4 1.448, H14 0.939
4 C 0.48721 -0.34207 -0.31328  N3 1.448, C5 1.544, C6 1.552, H15 1.044
5 C 0.85949 -0.38229 -1.81132  C4 1.544, H16 1.088, H17 1.052, H18 1.176
6 C 1.57674 0.28892 0.59380  C4 1.552, C7 1.476, H19 1.112, H20 1.110
7 C 2.87223 0.06299 -0.07740  C6 1.476, O8 1.254, H21 1.036
8 O 3.59298 1.08385 -0.18398  C7 1.254
9 H -2.77794 1.37393 1.24730  C1 1.102
10 H -2.06011 0.24868 2.38077  C1 1.054
11 H -3.48086 -0.30629 1.77343  C1 1.040
12 H -2.56471 -0.36837 -0.60665  C2 1.089
13 H -1.77880 -1.32167 0.41041  C2 1.113
14 H -0.76333 1.34233 -0.51111  N3 0.939
15 H 0.27587 -1.30301 0.03483  C4 1.044
16 H 0.04391 -0.08763 -2.46862  C5 1.088
17 H 1.57514 0.37808 -1.94027  C5 1.052
18 H 1.37876 -1.29281 -2.34515  C5 1.176
19 H 1.47558 1.30686 1.02977  C6 1.112
20 H 1.49426 -0.32208 1.51731  C6 1.110
21 H 3.12237 -0.90595 -0.34386  C7 1.036

The value obtained for the energy relative to the best compared isomer or geometry (same formula, charge and spin) is 321.27 kJ/mol. As for the structure (SMILES): CCN[C@@H](C)CC=O. As for the highest occupied orbital energy: -8.3 eV.

Charges per atom according to natural (NBO) partitioning, unit e: number 1, C, carries -0.618; number 2, C, carries -0.208; number 3, N, carries -0.660; number 4, C, carries -0.029; number 5, C, carries -0.649; number 6, C, carries -0.516; number 7, C, carries 0.413; number 8, O, carries -0.538; number 9, H, carries 0.208; number 10, H, carries 0.202; number 11, H, carries 0.213; number 12, H, carries 0.174; number 13, H, carries 0.183; number 14, H, carries 0.374; number 15, H, carries 0.197; number 16, H, carries 0.228; number 17, H, carries 0.208; number 18, H, carries 0.213; number 19, H, carries 0.247; number 20, H, carries 0.226; number 21, H, carries 0.131